Entry 1:
Formula: C20H36N4Pd
Source: the OMol25 dataset
Level of theory: the ωB97M-V functional and the def2-TZVPD basis

CARTESIAN COORDINATES (ANGSTROEM)
Pd: -0.17 -0.15 -0.35
C: -0.12 -3.96 -0.64
C: -0.46 -3.25 -1.94
N: 0.11 -1.91 -2.08
C: -0.24 -1.35 -3.38
C: 0.15 0.11 -3.49
N: -0.58 0.93 -2.53
C: -1.99 1.17 -2.88
C: -2.99 0.38 -2.03
C: -3.33 1.03 -0.68
N: -2.65 0.40 0.44
C: -3.33 -0.77 1.02
C: -2.35 -1.82 1.54
N: -1.82 -2.62 0.45
C: -0.47 -3.15 0.60
H: 0.95 -4.21 -0.61
H: -0.65 -4.92 -0.65
H: -1.54 -3.13 -2.02
H: -0.15 -3.90 -2.78
H: 1.12 -1.95 -1.98
H: -1.32 -1.44 -3.50
H: 0.22 -1.91 -4.20
H: -0.03 0.44 -4.53
H: 1.22 0.23 -3.30
H: -0.09 1.80 -2.37
H: -2.15 0.93 -3.94
H: -2.19 2.24 -2.78
H: -2.56 -0.60 -1.81
H: -3.90 0.21 -2.61
H: -4.42 1.06 -0.55
H: -3.00 2.08 -0.69
H: -2.47 1.08 1.16
H: -3.94 -1.23 0.23
H: -4.01 -0.48 1.82
H: -2.85 -2.43 2.30
H: -1.51 -1.30 2.02
H: -2.46 -3.38 0.25
H: -0.34 -3.76 1.51
H: 0.24 -2.32 0.64
C: 3.13 -0.32 1.58
C: 2.36 0.93 1.13
C: 2.91 1.37 -0.23
C: 0.91 0.46 1.05
C: 2.47 2.08 2.14
C: 3.13 1.97 3.36
C: 3.13 3.02 4.27
C: 2.46 4.20 3.98
C: 1.79 4.32 2.77
C: 1.80 3.27 1.86
H: 3.02 -1.10 0.82
H: 2.77 -0.72 2.53
H: 4.20 -0.09 1.69
H: 2.64 0.61 -0.97
H: 4.00 1.49 -0.20
H: 2.47 2.31 -0.56
H: 0.59 0.46 2.11
H: 3.66 1.06 3.61
H: 3.65 2.91 5.21
H: 2.45 5.01 4.70
H: 1.26 5.23 2.53
H: 1.26 3.37 0.93

Properties
ΔE to the lowest compared entry with this formula, charge and spin ... 0.637 eV
Orbital gap ... 6.57 eV
Maximum force ... 1.174 eV/Å
Lowest unoccupied orbital energy ... 0.78 eV

Entry 2:
Formula: C20H37BBr2Cl10NO4P
Source: the OMol25 dataset
Level of theory: the ωB97M-V functional and the def2-TZVPD basis

CARTESIAN COORDINATES (ANGSTROEM)
C: -2.87 1.74 -3.38
C: -2.13 1.56 -2.35
C: -1.68 2.73 -1.56
C: -0.17 2.84 -1.44
O: 0.02 4.01 -0.61
C: 1.25 4.30 -0.15
O: 2.19 4.36 -0.84
B: 1.44 4.66 1.39
O: 1.33 3.75 2.38
C: 1.83 6.13 1.71
C: 3.03 6.22 2.65
C: 0.37 2.99 -2.81
Br: 1.24 1.46 -3.52
C: 0.28 4.03 -3.54
C: -0.37 5.26 -3.10
Br: 0.96 4.10 -5.29
P: 0.35 1.17 -0.61
N: 2.07 1.12 -0.45
O: -0.19 1.36 0.89
H: -3.73 2.35 -3.36
H: -2.67 1.23 -4.29
H: -1.88 0.57 -2.10
H: -2.10 2.68 -0.58
H: -2.09 3.56 -2.07
H: 2.22 3.55 2.69
H: 2.03 6.68 0.82
H: 1.00 6.60 2.20
H: 2.75 6.56 3.61
H: 3.73 6.92 2.28
H: 3.54 5.29 2.72
H: -0.27 6.03 -3.82
H: -1.41 5.15 -2.91
H: 0.11 5.60 -2.22
H: 2.54 1.70 -1.13
H: 2.31 1.54 0.44
H: 0.50 1.18 1.54
Cl: 2.92 -0.81 2.88
C: 2.96 -2.58 2.68
C: 2.43 -3.01 1.34
Cl: 0.68 -2.72 1.20
H: 2.38 -3.02 3.49
H: 3.99 -2.89 2.78
H: 2.59 -4.08 1.22
H: 2.92 -2.49 0.52
Cl: -3.64 0.75 -0.07
C: -4.32 -0.88 0.19
C: -3.90 -1.50 1.49
Cl: -2.17 -1.94 1.49
H: -4.02 -1.50 -0.65
H: -5.40 -0.76 0.17
H: -4.46 -2.43 1.63
H: -4.09 -0.85 2.34
Cl: 7.33 0.17 -3.80
C: 5.63 -0.20 -4.17
C: 4.78 1.04 -4.25
Cl: 4.58 1.83 -2.66
H: 5.26 -0.88 -3.40
H: 5.61 -0.71 -5.12
H: 3.78 0.78 -4.60
H: 5.20 1.77 -4.93
Cl: -6.21 -3.94 0.88
C: -5.55 -5.46 1.56
C: -4.26 -5.86 0.90
Cl: -4.50 -6.37 -0.79
H: -6.31 -6.23 1.46
H: -5.38 -5.28 2.62
H: -3.82 -6.70 1.43
H: -3.54 -5.04 0.90
Cl: -1.04 -5.26 3.32
C: -0.76 -6.85 4.07
C: -0.81 -7.96 3.06
Cl: -2.45 -8.21 2.42
H: -1.50 -6.99 4.85
H: 0.23 -6.82 4.53
H: -0.50 -8.90 3.53
H: -0.15 -7.77 2.22

Properties
Orbital gap ... 7.81 eV
Maximum force ... 3.835 eV/Å
Lowest unoccupied orbital energy ... 0.29 eV

Entry 3:
Formula: C20H37ClN3O9
Source: the OMol25 dataset
Level of theory: the ωB97M-V functional and the def2-TZVPD basis

CARTESIAN COORDINATES (ANGSTROEM)
C: -0.66 0.23 2.07
C: -0.67 1.30 0.96
N: -1.63 0.89 -0.08
C: -1.30 -0.12 -0.94
C: -2.41 -0.29 -1.75
N: -2.59 -1.20 -2.76
C: -2.72 -2.45 -2.40
C: -4.02 -2.95 -1.84
C: -1.61 -3.42 -2.50
N: -3.34 0.63 -1.34
C: -4.68 0.82 -1.88
C: -5.72 0.45 -0.79
C: -7.04 0.00 -1.37
Cl: -7.98 -0.86 -0.13
C: -2.84 1.35 -0.32
H: 0.10 -0.52 1.87
H: -1.62 -0.30 2.04
H: -0.58 0.66 3.06
H: -0.93 2.27 1.38
H: 0.31 1.32 0.50
H: -0.38 -0.66 -0.93
H: -3.94 -2.92 -0.75
H: -4.82 -2.28 -2.12
H: -4.21 -3.98 -2.15
H: -1.14 -3.45 -1.51
H: -1.99 -4.43 -2.67
H: -0.85 -3.15 -3.23
H: -4.83 0.14 -2.72
H: -4.83 1.85 -2.17
H: -5.29 -0.35 -0.19
H: -5.82 1.31 -0.12
H: -6.91 -0.66 -2.21
H: -7.63 0.87 -1.66
H: -3.32 2.14 0.22
C: 2.07 4.47 -1.54
O: 3.44 4.37 -1.18
C: 3.71 3.49 -0.22
O: 2.90 2.79 0.34
O: 5.01 3.52 0.02
C: 5.46 2.61 1.03
H: 2.00 5.22 -2.32
H: 1.71 3.51 -1.93
H: 1.46 4.78 -0.69
H: 5.24 1.58 0.75
H: 5.00 2.84 1.99
H: 6.53 2.74 1.11
C: 5.34 5.76 6.97
O: 4.57 6.26 5.87
C: 4.03 5.31 5.12
O: 4.13 4.12 5.28
O: 3.35 5.90 4.13
C: 2.71 4.99 3.25
H: 5.72 6.63 7.50
H: 4.72 5.18 7.65
H: 6.18 5.16 6.62
H: 1.98 4.38 3.78
H: 3.44 4.36 2.75
H: 2.19 5.58 2.50
C: 1.15 -8.34 -0.44
O: 0.75 -7.26 -1.29
C: 1.25 -7.32 -2.52
O: 1.97 -8.17 -2.95
O: 0.80 -6.26 -3.20
C: 1.25 -6.20 -4.56
H: 0.69 -8.17 0.52
H: 0.81 -9.29 -0.85
H: 2.24 -8.35 -0.32
H: 0.92 -7.06 -5.12
H: 2.34 -6.12 -4.59
H: 0.82 -5.30 -4.99

Properties
Charge ... +1
Orbital gap ... 8.61 eV
Maximum force ... 1.719 eV/Å
Lowest unoccupied orbital energy ... -3.14 eV

Entry 4:
Formula: C20H37N2O13P3V
Source: the OMol25 dataset
Level of theory: the ωB97M-V functional and the def2-TZVPD basis

CARTESIAN COORDINATES (ANGSTROEM)
V: 0.74 0.28 -0.33
N: -0.65 0.38 -1.98
C: -1.44 -0.41 -2.93
C: -2.61 -1.16 -2.28
C: -2.20 -2.41 -1.50
N: -2.09 -2.14 -0.07
H: -1.28 0.99 -1.44
H: -0.04 0.98 -2.53
H: -0.79 -1.13 -3.42
H: -1.86 0.25 -3.70
H: -3.31 -1.44 -3.07
H: -3.12 -0.48 -1.59
H: -1.26 -2.81 -1.92
H: -2.97 -3.18 -1.62
H: -1.41 -1.39 0.07
H: -1.70 -2.95 0.40
C: 4.40 2.60 -0.52
C: 3.12 2.94 -1.24
O: 3.23 4.14 -2.02
P: 1.68 3.15 -0.08
O: 2.11 2.91 1.41
O: 1.42 4.74 -0.04
O: 0.47 2.47 -0.59
P: 2.55 1.66 -2.46
O: 3.93 1.40 -3.32
O: 1.59 2.35 -3.36
O: 2.23 0.34 -1.80
H: 4.60 3.35 0.25
H: 5.23 2.58 -1.23
H: 4.29 1.63 -0.04
H: 2.65 3.99 -2.78
H: 2.22 1.87 1.49
H: 0.92 4.96 -0.83
H: 4.35 0.61 -2.95
O: 3.71 -0.66 2.25
C: 2.76 -0.63 1.48
O: 2.18 0.45 1.08
C: 2.13 -1.89 0.84
O: 2.56 -3.01 1.09
O: 1.18 -1.62 0.02
C: -4.54 0.63 6.26
C: -3.82 0.69 4.93
C: -4.50 1.01 3.77
C: -3.86 1.06 2.53
C: -4.71 1.36 1.33
C: -2.47 0.81 2.45
C: -1.78 0.47 3.63
C: -0.31 0.15 3.67
C: -2.47 0.42 4.84
C: -1.75 0.91 1.12
O: -2.28 1.51 0.18
O: -0.61 0.32 1.06
H: -5.51 1.13 6.20
H: -3.95 1.10 7.05
H: -4.72 -0.41 6.55
H: -5.57 1.21 3.81
H: -5.75 1.49 1.62
H: -4.64 0.54 0.61
H: -4.34 2.24 0.82
H: 0.28 0.97 3.25
H: -0.08 -0.72 3.06
H: 0.02 -0.03 4.69
H: -1.92 0.16 5.74
C: 1.92 -2.58 -4.39
P: 1.67 -2.43 -2.53
C: 3.48 -2.49 -2.10
C: 1.39 -4.24 -2.20
H: 2.64 -3.35 -4.67
H: 2.26 -1.61 -4.77
H: 0.97 -2.80 -4.86
H: 4.00 -3.23 -2.72
H: 3.57 -2.76 -1.05
H: 3.92 -1.51 -2.25
H: 2.13 -4.87 -2.69
H: 0.39 -4.53 -2.54
H: 1.45 -4.36 -1.12

Properties
2S+1 ... 2
Charge ... -2
Orbital gap (alpha / beta) ... 4.08 / 3.50 eV
Maximum force ... 1.538 eV/Å
Lowest unoccupied orbital energy (alpha / beta) ... 4.31 / 4.31 eV
⟨S²⟩ ... 0.7546

Entry 5:
Formula: C20H37N3O3S
Source: the OMol25 dataset
Level of theory: the ωB97M-V functional and the def2-TZVPD basis

CARTESIAN COORDINATES (ANGSTROEM)
C: 6.66 2.72 -0.33
H: 6.00 3.55 -0.11
H: 7.64 2.96 0.08
H: 6.76 2.62 -1.41
C: 6.15 1.41 0.28
C: 7.23 0.33 0.15
C: 6.77 -0.98 0.78
C: 5.48 -1.45 0.12
C: 4.39 -0.39 0.25
N: 3.17 -0.86 -0.36
C: 2.03 -1.10 0.33
O: 1.95 -0.93 1.53
C: 0.89 -1.59 -0.56
C: 0.36 -0.44 -1.44
H: -0.38 -0.84 -2.14
H: 1.17 0.02 -2.01
C: -0.33 0.61 -0.57
N: -1.42 0.04 0.18
S: -2.81 -0.26 -0.70
O: -2.85 -1.59 -1.25
O: -2.96 0.83 -1.62
N: -3.89 -0.22 0.55
C: -4.03 1.07 1.20
H: -3.01 1.43 1.33
C: -4.84 2.10 0.41
H: -4.59 1.96 -0.64
H: -4.50 3.10 0.70
C: -6.35 2.04 0.62
H: -6.83 2.57 -0.20
C: -6.95 0.63 0.71
H: -6.88 0.26 1.73
C: -6.28 -0.40 -0.21
C: -5.06 -1.06 0.44
H: -4.74 -1.92 -0.15
H: -5.33 -1.41 1.45
H: -5.99 0.05 -1.15
H: -7.00 -1.20 -0.43
H: -8.01 0.69 0.46
H: -6.61 2.57 1.54
H: -4.47 0.90 2.19
C: -1.01 -1.07 1.03
C: -0.27 -2.16 0.27
H: 0.11 -2.89 0.98
H: -0.97 -2.66 -0.41
H: -1.92 -1.47 1.48
H: -0.36 -0.66 1.81
H: -0.75 1.40 -1.19
H: 0.38 1.04 0.14
H: 1.29 -2.38 -1.20
H: 3.20 -1.05 -1.35
H: 4.16 -0.23 1.31
C: 4.84 0.95 -0.38
C: 3.73 1.99 -0.23
H: 3.60 2.25 0.81
H: 3.96 2.89 -0.79
H: 2.79 1.59 -0.61
H: 5.03 0.78 -1.45
H: 5.13 -2.38 0.59
H: 5.66 -1.66 -0.94
H: 7.55 -1.74 0.66
H: 6.60 -0.83 1.84
H: 8.15 0.67 0.63
H: 7.44 0.17 -0.91
H: 5.96 1.58 1.34

Properties
ΔE to the lowest compared entry with this formula, charge and spin ... 0.220 eV
Orbital gap ... 9.80 eV
Maximum force ... 1.058 eV/Å
Lowest unoccupied orbital energy ... 0.74 eV

Entry 6:
Formula: C20H38AlBBeCl2CsF13IN4O4PS
Source: the OMol25 dataset
Level of theory: the ωB97M-V functional and the def2-TZVPD basis

CARTESIAN COORDINATES (ANGSTROEM)
C: -1.39 -2.63 6.06
C: -0.63 -3.14 4.80
C: -0.15 -1.96 3.94
I: 1.90 -1.42 4.38
C: -0.42 -2.14 2.42
C: -1.93 -1.96 2.08
C: -2.87 -1.20 3.02
C: -3.01 0.29 2.72
Cl: -4.50 -1.94 2.74
C: -0.04 -3.57 1.94
C: 1.44 -3.98 2.10
C: 1.81 -4.88 3.27
F: 2.84 -5.68 2.80
C: -0.31 -3.70 0.45
N: 0.58 -2.73 -0.26
C: 0.55 -1.45 0.30
N: 0.76 -0.43 -0.59
N: 0.42 -1.18 1.59
C: 0.11 0.25 1.84
C: 1.39 1.12 1.88
C: 1.40 2.27 0.89
C: 2.46 3.29 1.35
S: 1.71 4.89 1.45
O: 1.25 5.22 0.16
O: 0.73 4.89 2.49
O: 2.89 5.87 1.77
H: -2.17 -3.34 6.30
H: -0.72 -2.61 6.91
H: -1.88 -1.68 5.90
H: 0.20 -3.71 5.20
H: -1.33 -3.77 4.28
H: -0.66 -1.09 4.31
H: -2.36 -2.94 1.98
H: -2.07 -1.49 1.10
H: -2.70 -1.34 4.08
H: -2.72 0.48 1.70
H: -4.23 0.59 2.84
H: -2.48 0.95 3.40
H: -0.64 -4.32 2.44
H: 2.12 -3.13 2.02
H: 1.66 -4.61 1.24
H: 0.97 -5.49 3.56
H: 2.22 -4.33 4.11
H: 0.00 -4.69 0.14
H: -1.37 -3.63 0.18
H: 1.58 -3.11 -0.38
H: 1.66 -0.38 -1.13
H: 0.13 0.35 -0.69
H: -0.35 0.39 2.80
H: -0.60 0.66 1.12
H: 1.56 1.47 2.88
H: 2.22 0.44 1.64
H: 1.67 1.96 -0.12
H: 0.44 2.77 0.81
H: 3.28 3.33 0.65
H: 2.89 3.02 2.31
H: 3.21 5.74 2.67
N: -1.80 0.55 -3.51
C: -0.89 1.37 -3.85
C: -1.44 2.20 -4.92
C: -2.80 1.78 -5.16
C: -3.03 0.78 -4.30
H: -1.68 -0.15 -2.79
H: 0.10 1.37 -3.39
H: -0.88 2.98 -5.42
H: -3.49 2.19 -5.88
H: -3.91 0.18 -4.13
F: 1.85 1.58 -8.63
P: 1.05 2.87 -7.91
F: 2.60 3.32 -7.88
F: -0.18 2.48 -8.94
F: 0.90 3.70 -6.49
F: 0.39 1.68 -6.92
F: 0.77 4.31 -8.62
B: 2.59 0.77 -2.94
F: 1.58 1.71 -2.41
F: 3.74 1.37 -3.25
F: 2.76 -0.23 -1.93
F: 1.95 0.19 -4.04
O: -1.53 2.79 -0.78
H: -1.33 2.91 -1.72
H: -1.39 3.67 -0.41
Cs: 1.56 -0.29 -8.55
Al: -1.50 -1.79 -1.16
F: 1.42 3.57 -1.93
F: -2.29 3.93 -4.29
Cl: -5.07 1.45 1.71
Be: 3.43 -3.81 0.60

Properties
Charge ... +2
Orbital gap ... 1.87 eV
Maximum force ... 14.979 eV/Å
Lowest unoccupied orbital energy ... -10.63 eV